Record 1
{"formula": "C3H13NO2S", "method": "ωB97M-V/def2-TZVPD", "species": ["H", "C", "N", "H", "S", "O", "C", "H", "H", "H", "H", "H", "H", "H", "H", "H", "O", "C", "H", "H"], "positions_angstrom": [[1.47432, -3.58258, 1.01603], [0.93221, -1.48928, 1.18668], [1.67318, 0.69428, 0.29367], [-2.29351, 0.75397, -5.60315], [0.20048, -3.49537, 2.97827], [-3.61941, 5.73169, -0.40283], [1.36371, -2.79220, 1.74093], [2.12492, -1.08385, -0.64026], [0.00366, -1.48117, 0.62944], [1.44462, 0.91073, -0.67269], [0.71460, -0.80977, 2.02903], [2.27829, -2.59537, 2.29661], [-2.80519, -0.41965, -4.72492], [2.96744, -0.85121, 0.80658], [0.83219, 0.92611, 0.81322], [-3.28695, 6.41022, -1.00762], [-2.60976, 0.52571, -4.72880], [1.96360, -0.73793, 0.38180], [-2.94936, 5.74544, 0.29310], [-0.40903, -2.35978, 3.31493]], "atomic_forces_ev_per_a": [[0.3232, -0.1080, -0.3330], [-0.5842, 1.5274, -0.0370], [-0.4766, 0.2233, -0.4656], [0.0220, -0.1593, -0.2038], [-0.0628, -0.2221, -0.2389], [0.4841, 0.3785, -0.0026], [-0.1278, -0.3686, 1.1893], [-0.4250, -0.4698, -0.0500], [-0.3338, -0.5147, -0.2203], [0.0822, 0.1868, 0.2094], [0.1048, -0.2633, 0.0610], [0.2990, -0.3760, -0.2829], [0.1018, 0.2489, -0.2011], [-0.1264, -0.0878, 0.4303], [0.1425, -0.0140, 0.0928], [-0.2668, -0.2006, -0.0107], [-0.1179, -0.0935, 0.4058], [1.1930, 0.2895, -0.4030], [-0.2169, -0.1760, 0.0167], [-0.0145, 0.1993, 0.0438]], "lowdin_charge": [0.066, -0.319, -0.015, 0.026, 0.683, -0.067, -0.565, 0.112, 0.116, 0.062, 0.105, 0.068, 0.035, 0.104, 0.056, 0.035, -0.061, -0.310, 0.032, -0.163], "de_lowest_kcal_mol": 19.50, "smiles": "NCCCS.O.O", "orbital_gap_ev": 9.82}

***

Record 2
{"formula": "C3H13NO2Si2", "method": "ωB97M-V/def2-TZVPD", "species": ["H", "H", "H", "H", "H", "H", "H", "C", "N", "H", "H", "H", "H", "H", "Si", "O", "C", "H", "Si", "O", "C"], "positions_angstrom": [[-0.88115, 1.05857, 2.04033], [-0.70405, 2.32737, -3.29712], [0.90943, 3.61315, -1.95360], [1.75319, -0.16898, 0.49427], [1.11327, -1.51703, -3.17634], [2.69751, -0.75217, -2.89184], [-0.34863, -1.30346, 0.39897], [-0.39700, 0.40021, 2.79969], [-0.79981, -0.75718, 3.10446], [2.40086, -2.25259, -2.38034], [-2.17282, -2.16227, 2.75079], [-0.96458, 2.88689, -0.77112], [-2.78331, -0.49904, 2.79686], [0.40199, 0.72719, 3.41599], [-0.01839, 2.50027, -1.88192], [-0.15391, -1.25570, -0.52330], [1.90378, -1.32712, -2.40960], [-1.93078, -1.02929, 1.41861], [1.23070, -0.44209, -0.92883], [0.79916, 1.09335, -1.46223], [-2.05549, -1.14008, 2.45627]], "atomic_forces_ev_per_a": [[0.3106, -0.2945, 0.4763], [0.5393, 0.1352, 1.5013], [0.4331, 0.2658, -0.1588], [0.5861, -0.3571, -1.2100], [0.2465, 0.6013, 0.7248], [-0.2867, 0.5793, -0.1295], [-0.0884, -0.0432, 0.8321], [-0.4944, -0.3869, 0.0706], [-0.2625, 0.7669, -0.1106], [0.3876, -1.5575, 1.0167], [-0.8605, -0.5577, -0.2077], [0.0909, -0.3289, -0.5418], [-2.0353, 1.1081, 0.7816], [1.0268, 0.8339, -0.0556], [-0.2449, -1.5594, -0.3012], [0.1639, -0.1971, -1.0270], [0.1244, 0.8382, -1.1278], [-0.3446, -0.0669, -1.5801], [-1.6793, 1.3357, 0.6686], [-0.1501, 0.2624, -0.2281], [2.5375, -1.3777, 0.6063]], "lowdin_charge": [0.095, -0.047, -0.095, 0.023, 0.064, 0.031, -0.020, -0.093, -0.076, 0.005, 0.074, -0.073, 0.056, 0.054, 0.532, -0.180, -0.161, 0.042, 0.367, -0.479, -0.119], "de_lowest_kcal_mol": 0.00, "smiles": "C[Si@H](O)O[SiH3].C=NC", "orbital_gap_ev": 10.79}

***

Record 3
{"formula": "C3H13NO3", "method": "ωB97M-V/def2-TZVPD", "species": ["N", "H", "C", "C", "H", "H", "H", "H", "H", "H", "H", "O", "H", "H", "O", "H", "O", "C", "H", "H"], "positions_angstrom": [[-0.46553, 1.11684, -0.57713], [0.20142, -4.18957, -4.16134], [-2.09097, 0.66971, 1.35182], [-1.49512, 1.60235, -1.56257], [5.23058, -0.36438, 2.18416], [4.97795, -0.72948, 3.55252], [-2.84366, 1.39755, 0.87717], [-1.15421, -0.86760, 0.02170], [-2.21752, 2.26891, -1.12336], [-0.15460, -0.21816, 1.26795], [-2.22109, 0.79212, -1.93205], [-0.27203, -3.53895, -4.58252], [0.39243, 0.71051, -1.04197], [-1.01388, 2.04409, -2.37230], [5.69351, -0.69092, 2.90644], [-2.53303, -0.22802, 1.89313], [-1.41723, 1.47827, 2.42546], [-0.87054, 0.08169, 0.43589], [-0.79522, 2.11377, 2.05639], [0.09528, -2.65733, -4.52794]], "atomic_forces_ev_per_a": [[0.8596, -1.0354, 0.3559], [2.1434, -1.6822, 1.7700], [2.1285, 0.5133, 0.4200], [-1.1331, -3.2299, 1.8473], [-1.1322, 0.9955, -2.5792], [0.1919, -0.1641, 0.2822], [0.9646, -1.6751, 0.3377], [-0.4461, -0.4682, -0.7343], [0.2183, 0.7746, 0.5247], [-0.0612, 0.9919, -1.4272], [1.2878, 0.5203, 0.1467], [-2.7409, 1.6669, -2.2677], [-1.3277, 0.7830, 0.1591], [0.8756, 0.7523, -1.3560], [0.8937, -0.8385, 2.2525], [0.1751, 1.4166, -0.6601], [-1.2258, -0.9405, -0.2897], [-2.1605, 1.8310, 1.2735], [-0.1017, -0.2577, -0.5976], [0.5909, 0.0461, 0.5422]], "mulliken_spin": [-0.030, -0.200, 0.014, 0.697, -0.139, -0.087, -0.010, -0.035, 0.010, -0.224, 0.026, 0.715, -0.310, -0.490, 0.388, -0.092, -0.055, 1.078, -0.026, -0.228], "de_lowest_kcal_mol": 37.32, "total_charge": -1, "orbital_gap_ev": [2.23, 9.27], "spin_multiplicity": 2}

***

Record 4
{"formula": "C3H13NO3", "method": "ωB97M-V/def2-TZVPD", "species": ["C", "H", "H", "H", "H", "H", "O", "H", "H", "H", "H", "H", "C", "H", "C", "H", "O", "O", "H", "N"], "positions_angstrom": [[-1.04989, -1.51511, 0.25739], [-2.28525, 1.21786, -0.74893], [-0.54327, 0.42641, 0.21328], [0.61788, -1.45041, 1.48952], [-1.81134, -2.15855, -0.16240], [-3.04824, -0.39694, -0.87708], [1.86385, 2.18240, -0.13280], [2.06013, 2.94058, -0.62630], [1.85085, 1.36827, 1.50902], [2.29002, 1.48435, -0.59045], [0.75786, -1.19074, -1.15161], [0.94360, -0.29531, -2.41484], [-2.10372, 0.22841, -1.11234], [-0.71372, -2.35787, 2.15770], [-0.33389, -1.86480, 1.32271], [-1.94465, 0.02186, -2.15960], [1.53396, 0.90394, 2.32637], [1.46307, -0.82171, -1.79755], [1.33030, 1.58052, 2.90558], [-0.87756, -0.30316, -0.40769]], "atomic_forces_ev_per_a": [[-0.3718, 0.1783, 0.5412], [-0.0430, 0.7276, -0.5484], [0.2854, -0.4436, -0.0135], [0.8151, 1.3134, 0.4245], [-0.6482, 0.2235, 0.3331], [1.4587, 0.8854, 0.0602], [-0.9457, -0.5780, 1.4865], [0.4063, 1.8673, -0.9533], [-0.4639, -0.4215, 0.9920], [0.5355, -1.4477, -0.8347], [1.6590, 1.1923, -1.6925], [-0.0754, -0.0977, 0.1709], [-0.2032, -2.9821, 0.8575], [-0.5609, -1.9950, 0.5644], [0.2106, 0.3961, -0.7538], [-0.1776, 0.9680, -0.5403], [1.0173, -1.6594, -2.7113], [-0.9690, -0.9428, 1.2283], [-0.6603, 2.1160, 1.9280], [-1.2690, 0.6998, -0.5390]], "lowdin_charge": [-0.255, 0.067, 0.108, 0.027, 0.104, 0.098, -0.007, 0.029, 0.012, 0.029, 0.041, 0.018, -0.071, 0.031, 0.006, 0.062, -0.050, -0.111, -0.014, -0.124], "de_lowest_kcal_mol": 51.39, "smiles": "C=CNC.O.O.O", "orbital_gap_ev": 8.46}

***

Record 5
{"formula": "C3H13NO3", "method": "ωB97M-V/def2-TZVPD", "species": ["C", "H", "H", "N", "H", "H", "O", "O", "H", "C", "H", "H", "H", "H", "H", "O", "H", "H", "C", "H"], "positions_angstrom": [[1.13433, -0.56370, -0.43613], [-0.56236, -1.39218, -1.49280], [-0.36440, 0.41825, -1.63002], [0.61465, -0.06511, 0.83635], [2.07268, -0.07801, -0.73548], [-1.82373, 4.85393, 4.13419], [2.84757, 0.48453, 1.67382], [-2.45762, -3.33954, -4.90880], [-3.18720, -3.20231, -5.50882], [1.46735, 0.06562, 1.94366], [1.66724, -0.84185, 2.50862], [-2.86188, -3.82659, -4.21855], [2.97630, 1.01259, 0.88162], [1.57835, -1.54447, -0.24347], [-2.71888, 3.56331, 4.29201], [-2.30940, 4.16515, 3.66435], [1.12338, 0.87669, 2.58395], [0.67128, -0.76365, -2.47134], [0.12086, -0.55031, -1.55310], [0.01147, 0.72765, 0.67996]], "atomic_forces_ev_per_a": [[1.1668, -0.4862, 0.9514], [-0.5032, 0.2808, 0.3554], [-0.2552, -0.0447, -0.0883], [-0.6981, -0.1152, -0.9727], [-0.3118, 0.7728, -0.1912], [-0.2540, -0.3692, 0.1888], [0.2788, -0.4736, -0.0201], [0.5703, 0.5903, -0.7850], [-0.1721, 0.2128, -0.4690], [1.7383, 1.3199, 0.1062], [-0.4458, -0.2579, -0.0581], [-0.3946, -0.8003, 1.2594], [-0.5408, 0.0912, -0.0070], [-0.6306, -0.4906, -0.0799], [0.1894, 0.2688, 0.2241], [0.0714, 0.0930, -0.4189], [-0.7042, -0.4253, 0.2539], [-0.0563, 0.3628, -0.1664], [0.7883, -0.7158, -0.2409], [0.1633, 0.1864, 0.1581]], "lowdin_charge": [-0.299, 0.071, 0.073, -0.060, 0.096, 0.034, -0.102, -0.038, 0.029, -0.279, 0.115, 0.009, 0.060, 0.118, 0.030, -0.065, 0.115, 0.074, -0.089, 0.107], "de_lowest_kcal_mol": 30.28, "smiles": "CCNCO.O.O", "orbital_gap_ev": 9.74}

***

Record 6
{"formula": "C3H13NO3S", "method": "ωB97M-V/def2-TZVPD", "species": ["H", "H", "H", "H", "C", "C", "H", "O", "O", "H", "H", "H", "H", "N", "O", "H", "H", "S", "H", "C", "H"], "positions_angstrom": [[2.83363, -1.65388, -0.20376], [-2.32557, 1.19529, 0.50653], [3.18630, -0.31640, 1.02530], [-4.05479, 1.95213, -0.56769], [1.46222, 0.11125, 0.10655], [2.86196, -0.55922, -0.02371], [0.93487, -0.21990, 2.24649], [-3.85596, -1.38639, -0.77684], [-1.36317, 1.53876, 0.64371], [0.40895, -1.46054, 1.01167], [1.72168, 1.22951, 0.11756], [0.67276, -0.90978, -1.40877], [-4.42430, -1.97205, -0.26582], [0.92118, 0.09181, -1.25527], [-3.87183, 1.19655, 0.01592], [0.09158, 0.65754, -1.33112], [-0.76554, 0.73176, 0.91991], [4.08606, 0.21506, -1.36985], [-3.89902, -0.50340, -0.40386], [0.83635, -0.52654, 1.21673], [4.54264, 0.58844, -0.20368]], "atomic_forces_ev_per_a": [[-0.1710, 0.7119, 0.2145], [-0.2061, 0.3062, -0.2609], [1.1497, -0.7868, -1.1828], [0.1670, -0.4445, 0.2560], [1.3109, 3.6066, -3.3115], [0.8129, -0.3150, 1.0311], [0.0662, 0.2025, 0.1255], [0.2859, -1.5774, -0.4491], [1.4858, -2.1011, 0.6354], [-0.9509, -1.3219, -0.0884], [-0.3460, -1.4448, 1.3916], [-0.1775, 1.0786, -0.6691], [0.0475, 0.3444, -0.0133], [-0.6299, -2.6017, 0.5769], [0.6852, 0.1687, 0.2153], [-0.6029, 0.0782, 0.1780], [-1.7909, 1.5944, -0.5571], [-2.2652, -0.9645, 1.7782], [-0.2906, 1.2956, 0.3241], [0.0036, 1.2803, -0.3830], [1.4162, 0.8903, 0.1886]], "lowdin_charge": [0.083, -0.007, 0.086, -0.032, -0.557, -0.420, 0.118, -0.102, -0.134, 0.101, 0.182, 0.110, 0.018, 0.054, -0.326, 0.076, 0.013, 0.717, -0.062, 0.266, -0.184], "de_lowest_kcal_mol": 180.99, "orbital_gap_ev": 3.46}